The following is a DFT calculation (wB97M-V/def2-TZVPD) of a structure of composition C41H67CsN2O4P2SSi in a non-equilibrium geometry.

Calculated values
- Frontier orbital gap: 4.52 eV
- ΔE to the lowest compared entry with this formula, charge and spin: 4.6 kcal/mol
- Net charge: -2

```
119
Properties=species:S:1:pos:R:3:forces:R:3
Cs 0.400389 -0.590551 0.104030 -0.9 1.4 -0.6
S 2.626155 -2.772801 0.947145 0.0 -0.2 0.1
P -0.042900 3.167074 -1.303509 -0.2 -0.3 0.3
P -2.936183 -1.240162 -1.452169 0.4 0.1 0.2
Si -2.534091 1.568192 0.181298 -0.2 0.0 0.0
O 2.819798 -1.614930 -0.006814 0.7 -0.3 0.0
O 1.157500 -2.779647 1.300083 0.5 -0.5 0.3
O 3.409118 -2.513172 2.169891 0.1 0.0 0.0
O 2.996572 -4.025436 0.285592 0.0 0.0 0.0
N 3.619468 1.074567 0.910623 0.0 -0.1 -0.1
N -0.166082 -0.458702 3.093268 0.1 -0.1 0.0
C -0.918779 3.306195 -5.409137 0.1 -0.1 0.0
C -5.307062 1.258517 -3.724760 0.1 -0.1 0.0
C -5.258215 2.441703 -3.001141 0.0 0.1 0.0
C -3.851832 0.234976 -2.073109 0.0 0.0 0.1
C -2.405368 3.576957 -5.220965 0.0 0.0 -0.1
C -2.603744 4.772720 -4.282321 0.0 0.1 0.0
C 1.609688 5.513883 -2.184889 -0.1 0.1 0.1
C -1.106180 4.101455 -0.115787 0.1 0.2 0.0
C -5.479144 -3.376031 -3.169838 0.0 0.0 -0.1
C 3.464790 4.655537 -3.735137 0.0 0.0 -0.1
C -2.287172 3.493544 0.383116 0.1 0.0 -0.1
C -5.590517 -2.561687 -1.886118 0.0 0.0 0.0
C -1.976862 -1.799791 -2.963672 -0.2 -0.1 -0.1
C -0.038932 -3.237016 -3.751225 0.0 -0.1 0.0
C -3.058124 4.265766 1.262841 0.0 -0.1 0.0
C 1.523145 4.155597 -1.439065 0.2 0.3 0.0
C -4.485457 2.527390 -1.853319 0.0 0.1 0.1
C 0.321851 0.701370 3.828407 0.0 0.0 0.1
C -0.497803 -1.032116 -4.867125 0.0 0.1 0.0
C -0.278559 2.851114 -4.084869 0.0 -0.1 -0.1
C -1.507609 4.843816 -3.202840 0.1 0.1 0.0
C 3.915777 1.118016 2.342629 0.0 0.0 0.0
C -4.286012 -2.486116 -1.078445 -0.3 0.0 -0.1
C -3.745632 1.448011 -1.350184 0.0 -0.3 -0.1
C -1.519632 6.100058 1.205833 0.1 0.1 0.0
C 2.139580 5.441798 -3.617342 0.0 0.0 0.0
C -4.597195 0.165147 -3.251573 0.0 0.0 0.0
C 3.838728 3.949926 -2.433550 0.1 -0.1 0.0
C -1.341124 -0.596896 -3.669599 0.0 0.1 0.0
C 2.631204 3.187172 -1.909382 0.0 0.0 0.0
C 2.755121 0.558171 3.150248 0.1 -0.2 0.1
C -3.733460 -3.903679 -0.860330 0.0 0.0 0.1
C -3.663342 -4.745874 -2.133054 0.1 0.0 -0.1
C -0.738168 5.381012 0.313599 -0.1 -0.2 0.0
C 0.572450 -2.047234 -4.481099 0.1 0.0 -0.1
C -3.877903 1.249558 1.542959 0.0 0.1 0.0
C -1.000424 3.442540 -2.861178 -0.1 0.0 -0.2
C 1.476592 1.384617 3.102475 0.0 0.0 0.0
C -5.002482 -4.790387 -2.860112 0.0 -0.1 0.0
C -2.698493 5.541257 1.670377 -0.1 0.0 0.0
C -0.839732 -2.751595 -2.549549 -0.1 0.1 0.1
H -0.712722 -0.048332 -2.949894 -0.1 -0.1 0.0
H 4.674492 3.267071 -2.610675 0.0 0.0 0.0
H -0.884260 -0.958343 3.599290 0.0 0.1 0.0
H -2.602380 5.700887 -4.865080 0.0 0.0 0.0
H -3.582561 4.701820 -3.807330 -0.1 0.0 0.0
H -1.879304 2.812326 -2.667181 0.0 0.1 0.0
H -1.191144 -3.583883 -1.940541 0.0 0.0 -0.1
H 1.127327 -2.373234 -5.366746 0.0 0.0 0.0
H 4.107658 2.162034 2.631501 0.0 0.0 0.0
H -4.791911 1.843791 1.420176 0.0 0.0 0.0
H 1.190926 1.595672 2.068087 0.0 0.0 0.0
H -4.439093 3.476387 -1.325257 0.0 0.0 0.0
H 2.272870 6.464063 -3.984147 0.0 0.0 0.0
H -5.751092 -5.286278 -2.229034 0.0 0.0 0.0
H -4.606579 -0.762276 -3.813488 0.0 0.0 -0.1
H -2.901083 3.759756 -6.178985 0.0 0.0 0.0
H -3.327187 -5.755056 -1.878405 0.0 0.0 0.0
H 0.644443 6.024016 -2.197207 0.1 0.0 0.1
H -5.877868 1.188382 -4.643650 0.0 0.0 0.0
H -5.974869 -1.561916 -2.084499 0.0 0.0 0.0
H 0.183435 5.822702 -0.035089 0.1 0.1 0.0
H 1.650700 2.364724 3.565756 0.0 0.0 0.0
H -4.577068 -2.118336 -0.086635 0.1 0.1 0.0
H 4.809453 0.532140 2.599190 0.0 0.0 0.0
H -4.401216 -4.417593 -0.156358 0.0 0.0 0.0
H -1.202347 7.084524 1.532548 0.0 0.0 0.0
H -0.669501 5.447634 -3.570466 -0.2 -0.1 0.0
H -0.510997 1.404688 3.927505 0.0 0.0 0.0
H -6.342061 -3.054281 -1.251470 0.0 0.0 0.0
H -2.756057 -3.866956 -0.372739 0.0 0.0 0.0
H -2.102575 0.116408 -3.994459 0.0 -0.1 0.0
H 1.746684 4.362941 -0.384801 0.0 0.0 0.0
H -5.806350 3.313686 -3.345368 0.0 0.0 0.0
H 2.882772 2.527662 -1.077147 0.0 0.0 0.0
H -0.298084 1.764258 -4.017241 0.0 0.0 0.0
H 0.741202 -3.921999 -3.413912 0.0 0.0 0.0
H 4.184706 4.667412 -1.681985 0.0 0.0 0.0
H -3.965654 3.833968 1.669272 0.0 0.0 0.0
H 4.277662 5.308540 -4.067609 0.0 0.0 0.0
H 0.663192 0.450787 4.848788 0.0 0.0 0.0
H 2.268271 2.534332 -2.711748 0.0 0.0 0.0
H -2.885159 2.690869 -4.798156 0.0 -0.1 0.1
H 2.602414 -0.473242 2.809169 0.0 0.1 0.0
H -3.330655 6.087321 2.363556 0.0 0.0 0.0
H -2.913038 -4.343181 -2.818891 0.0 0.0 0.0
H -1.882173 5.348124 -2.309377 0.0 0.0 0.0
H -0.038319 -0.153362 -5.331966 0.0 0.0 0.0
H -4.919020 -5.385785 -3.774305 0.0 0.0 0.0
H 0.562918 -1.140763 2.879846 0.0 0.0 0.2
H -4.773646 -2.905482 -3.862295 0.0 0.0 0.0
H -0.691532 -3.796114 -4.436923 0.0 0.0 0.0
H 4.458572 1.302645 0.387910 0.0 0.0 0.0
H 1.304763 -1.570292 -3.820533 0.0 0.0 0.0
H 3.075210 0.453582 4.195351 0.0 0.1 0.0
H -1.161108 -1.471654 -5.623587 0.0 0.0 0.0
H 1.381071 4.998719 -4.264318 0.0 0.0 0.0
H -0.746753 2.551831 -6.182274 0.0 0.0 0.0
H -4.173292 0.197183 1.548517 0.0 -0.1 -0.1
H 0.777010 3.126108 -4.084170 0.0 0.0 0.0
H -6.446056 -3.395125 -3.683401 0.0 0.0 0.0
H -2.643127 -2.306307 -3.677174 0.1 0.0 -0.1
H -3.449513 1.463937 2.525437 0.0 0.0 0.1
H 2.281130 6.169114 -1.617039 0.0 0.0 0.0
H -0.150814 -2.196076 -1.908332 -0.1 -0.2 -0.1
H 3.360120 3.886213 -4.506663 0.0 0.0 0.0
H 3.402321 0.100282 0.650701 0.0 0.0 0.0
H -0.436669 4.225241 -5.764781 0.0 0.0 0.0
```
Forces are in eV/Å.

The following is a DFT calculation (wB97M-V/def2-TZVPD) of a structure of composition C41H68AsAuGeNO2SSeSi3 in a non-equilibrium geometry.

Calculated values
- Frontier orbital gap (alpha / beta): 5.32 / 5.32 eV
- ΔE to the lowest compared entry with this formula, charge and spin: 27.4 kcal/mol
- Net charge: +1

```
120
Properties=species:S:1:pos:R:3:forces:R:3
Au -1.328935 -1.036407 0.349463 1.2 0.4 0.0
Se 0.495247 2.119412 1.030985 -0.1 0.2 0.1
As -1.656626 -0.538520 -2.260936 -1.2 -0.2 0.6
Ge -0.242989 5.214158 2.213712 0.3 -0.2 -0.1
S -2.086378 -1.880649 4.883487 0.1 0.1 -0.4
Si -3.612824 0.991375 -2.105676 -0.4 0.6 0.6
Si -2.044122 -2.750916 -3.106543 -0.2 -1.0 -0.3
Si -0.676009 0.442761 -4.285552 0.9 0.7 -0.7
O 0.766206 -0.615951 -0.078554 -0.8 -0.2 0.4
O 0.472769 -1.697053 -2.004461 0.3 0.0 0.4
N -1.015790 -1.232239 2.648239 -0.4 -0.2 -1.4
C 1.231699 -0.469974 3.340919 -0.1 -0.1 -0.1
C -0.708637 -3.282633 -4.333231 0.0 0.5 0.1
C 2.769255 -3.285244 -0.948165 0.0 0.1 0.0
C -5.416159 -3.027665 1.976907 -0.1 0.0 0.0
C -5.261362 -2.877267 0.605916 0.1 -0.1 0.1
C -1.801645 -0.076112 -5.720483 -0.1 -0.4 0.7
C 4.546110 -0.459251 4.870527 -0.1 0.0 0.0
C -3.743053 -2.764771 -3.951278 0.2 0.1 0.1
C 5.165372 -2.941775 -0.752129 0.0 0.0 0.0
C 0.820628 6.855369 2.440969 -0.3 -0.1 0.1
C -2.114362 -1.705271 3.154973 0.1 0.0 0.8
C 3.822446 0.558588 2.730428 -0.2 0.0 0.1
C 4.064658 -3.779748 -0.847289 0.0 0.0 0.0
C 4.950834 -1.568077 -0.776833 -0.1 -0.1 0.0
C 1.628197 -4.261966 -1.049837 0.0 0.1 0.0
C 0.566151 2.723520 -0.810920 0.1 0.0 0.2
C 2.579613 -1.900207 -0.955305 0.1 0.1 0.1
C 3.501856 0.456515 -1.007235 -0.1 0.0 0.1
C -3.234836 -2.070283 2.310830 -0.2 -0.1 0.0
C -4.601129 1.233610 -3.700838 0.5 -0.3 0.1
C 0.396537 -1.039056 5.970563 0.1 0.0 0.1
C 3.462384 0.405973 4.210509 0.2 0.0 -0.1
C 1.641461 -0.509749 5.704519 -0.1 0.0 0.1
C 1.108406 3.794587 1.819700 -0.4 0.3 0.1
C 3.676670 -1.031765 -0.889273 0.0 0.0 0.0
C -1.546140 5.420967 0.749243 0.1 0.0 0.3
C 2.085321 -0.220208 4.401552 -0.1 0.0 -0.1
C 3.449005 1.797786 4.863253 0.0 -0.1 0.0
C -1.143498 4.688931 3.881486 0.1 0.2 -0.2
C 6.559835 -3.496161 -0.669277 -0.1 0.0 0.0
C -1.980971 -3.997891 -1.678815 0.0 0.4 0.0
C -4.401217 -2.633867 2.828149 0.1 0.0 -0.1
C 1.178728 -1.358766 -1.028830 0.2 -0.4 -0.6
C -4.103337 -2.306039 0.094968 0.0 -0.1 -0.1
C -4.813090 0.550890 -0.717263 0.2 -0.2 -0.3
C 1.113647 -0.080456 -4.600065 -0.3 -0.1 0.3
C -3.091231 -1.880250 0.934236 0.0 0.4 -0.6
C -0.726218 2.337586 -4.304311 -0.2 -0.3 0.3
C -2.838143 2.613935 -1.517257 0.1 -0.4 -0.3
C -0.044618 -0.975347 3.593661 0.3 0.1 0.4
C -0.457699 -1.266427 4.899974 -0.1 0.0 -0.4
H 0.274028 -2.966596 -3.983156 0.0 -0.1 0.0
H -1.746253 2.718164 -4.370541 0.0 0.0 0.0
H 0.707660 -3.851358 -0.640949 0.0 -0.1 0.0
H -1.664403 -1.118830 -6.000989 0.0 0.0 0.0
H 1.267997 7.167645 1.497849 0.0 0.0 0.0
H -1.471557 -3.579160 -0.809784 0.0 -0.1 0.0
H 3.308361 1.729660 5.942279 0.0 0.0 0.0
H -0.441057 4.702437 4.714764 0.0 0.0 0.0
H -2.969753 -4.316461 -1.351074 0.0 0.0 0.0
H 4.538404 -1.466893 4.452018 0.0 0.0 0.0
H 4.455346 0.967866 -0.886929 0.0 0.0 0.0
H -5.444806 1.415630 -0.504456 0.1 0.1 -0.1
H 2.636008 2.401500 4.456632 0.0 0.0 0.0
H -1.950946 5.385374 4.107074 0.0 0.0 0.0
H -1.564733 3.686759 3.800746 0.0 0.0 -0.1
H 1.618206 6.699273 3.166831 0.0 0.0 0.0
H -4.282491 -3.684934 -3.722963 0.0 -0.1 0.1
H -1.562572 0.538399 -6.589442 0.1 0.1 0.1
H 4.392078 2.312166 4.672663 0.0 0.0 0.0
H -4.942544 0.285738 -4.118931 0.0 0.0 0.0
H 1.902181 4.173953 1.174655 0.0 0.0 0.0
H -1.431537 -4.886957 -1.990046 0.1 0.0 -0.1
H -1.059294 5.686599 -0.189000 0.0 0.0 0.0
H -2.856648 0.069413 -5.483986 0.0 0.0 -0.1
H 1.562293 3.524295 2.774040 0.1 0.0 0.0
H -5.485603 1.831282 -3.475034 0.0 0.0 0.1
H 6.562587 -4.491437 -0.227822 0.0 0.0 0.0
H -6.321965 -3.460278 2.378515 0.0 0.0 0.0
H -0.196876 2.675797 -5.197569 0.0 -0.1 -0.1
H 1.443832 -4.520414 -2.094701 -0.1 0.0 0.0
H 6.988766 -3.569941 -1.670522 0.1 0.0 0.0
H 0.267092 1.883109 -1.434995 0.0 0.0 0.0
H -4.000963 -2.191833 -0.977865 -0.1 0.1 0.0
H 5.801780 -0.899770 -0.708676 0.0 0.0 0.0
H -0.243008 2.799430 -3.443759 0.0 0.0 0.0
H -0.859295 -2.873403 -5.331244 0.0 0.0 0.0
H -2.183320 3.074200 -2.254023 0.0 0.0 0.1
H 3.110158 1.205864 2.217399 0.0 0.0 -0.1
H -3.636074 -2.716208 -5.035625 0.0 0.1 0.0
H 1.441649 -0.828871 -3.883952 0.1 -0.1 0.0
H -3.619726 3.334826 -1.271809 -0.1 -0.1 0.0
H 1.787410 0.773940 -4.526488 -0.1 0.1 0.0
H -4.282370 0.295252 0.198357 0.0 0.1 0.0
H 3.838295 -0.412585 2.230670 0.0 0.0 -0.1
H 0.187353 7.666076 2.801825 0.0 0.0 0.0
H 1.500266 -0.303702 2.307004 0.1 0.1 0.0
H -5.470622 -0.280045 -0.969779 0.0 0.0 0.0
H 4.411502 -0.532807 5.949870 0.0 0.0 0.0
H 4.813789 1.003972 2.641001 0.0 0.0 0.0
H 2.297743 -0.316142 6.542416 0.0 0.0 0.0
H -6.044153 -3.208012 -0.064081 0.0 0.0 0.0
H 2.805930 0.825145 -0.253095 0.0 0.1 0.0
H -4.498695 -2.780243 3.896611 0.0 0.0 0.0
H -4.029329 1.758208 -4.466538 0.0 0.0 0.0
H 0.097393 -1.265319 6.984756 0.0 0.0 0.0
H 3.094395 0.704698 -1.991169 0.0 0.1 0.0
H -2.127590 4.510982 0.606472 0.0 0.0 0.0
H -2.237235 6.224519 1.006217 0.0 0.0 0.0
H 1.213719 -0.506555 -5.599597 -0.1 0.0 0.0
H 4.206644 -4.854587 -0.835834 0.0 0.0 0.0
H 1.585862 3.022192 -1.047077 0.0 0.0 -0.1
H -0.704832 -4.369846 -4.423117 -0.1 0.0 0.1
H 1.866029 -5.180051 -0.514304 0.0 0.0 0.0
H 7.199957 -2.842887 -0.077695 0.0 0.0 0.0
H -0.112132 3.562858 -0.942396 0.0 0.0 -0.1
H -4.371858 -1.927298 -3.644410 0.0 0.0 0.0
H -2.260244 2.418870 -0.610175 0.0 0.0 0.0
H 5.527754 -0.020673 4.686124 0.0 0.0 0.0
```
Forces are in eV/Å.